Entry from the Open Molecules 2025 dataset: C4H11NS in the gas phase in a non-equilibrium geometry (wB97M-V/def2-TZVPD).

Values from the calculation:
* HOMO level: -8.8 eV
* charge: 0
* ΔE to the lowest compared entry with this formula, charge and spin: 87.9 kJ/mol
* multiplicity: 1
* HOMO-LUMO gap: 0.35760 Ha
* SMILES: NCCCCS

Last column: Löwdin charge in e.
CARTESIAN COORDINATES (ANGSTROEM)
N 1.8452 0.5765 1.7557  -0.01
C 0.8369 -0.0075 0.8811  -0.30
C 0.7504 0.7566 -0.4689  -0.18
C -0.3990 0.1375 -1.3213  -0.30
C -1.7754 -0.2164 -0.7046  -0.59
S -2.1227 -1.9659 -0.8813  0.71
H 2.7767 0.2028 1.7260  0.06
H 1.5031 0.8776 2.6466  0.05
H 1.0766 -1.0607 0.7114  0.11
H -0.0769 -0.1404 1.4683  0.10
H 0.5380 1.7994 -0.2083  0.11
H 1.6790 0.6621 -1.0275  0.11
H -0.0812 -0.6302 -2.0338  0.08
H -0.5473 0.9031 -2.1201  0.10
H -2.5853 0.4124 -1.0919  0.07
H -1.7000 0.0636 0.3407  0.05
H -1.7182 -2.3706 0.3279  -0.15



Entry from the Open Molecules 2025 dataset: a molecular structure, C34H31KN4O6PS in a non-equilibrium geometry (wB97M-V/def2-TZVPD).

Values from the calculation:
* HOMO level: -4.6 eV
* charge: -1
* ΔE to the lowest compared entry with this formula, charge and spin: 133.6 kJ/mol
* multiplicity: 1
* HOMO-LUMO gap: 0.25018 Ha

Last column: Löwdin charge in e.
CARTESIAN COORDINATES (ANGSTROEM)
K 1.6690 2.0134 -0.5515  0.78
O 3.6230 0.5719 4.8956  0.08
C 2.3356 0.3264 4.8948  -0.54
O 1.7920 -0.2799 5.7989  0.05
C 1.5459 0.8044 3.7386  -0.07
C 0.1667 0.7063 3.6511  -0.01
N -0.1933 1.2481 2.4813  0.03
N 0.8583 1.6610 1.7830  0.03
C 1.9276 1.4177 2.5143  -0.16
C 3.2945 1.7746 1.9855  -0.62
O 4.2204 1.8596 2.8266  0.01
O 3.3951 1.9383 0.7635  -0.17
H 3.9187 1.1413 4.0632  0.05
H -0.5358 0.2984 4.3515  0.13
H -1.1065 1.2888 2.0283  0.11
O 0.3438 2.0014 -2.3122  -0.39
N 0.0672 2.8521 -3.2475  -0.25
C -0.2303 2.3903 -4.4657  -0.06
C -0.5524 3.2094 -5.5191  -0.09
C -0.5760 4.5858 -5.2989  -0.10
C -0.2684 5.0608 -4.0507  -0.12
C 0.0727 4.2020 -2.9896  -0.74
S 0.4570 4.7704 -1.4595  0.59
H -0.1972 1.3144 -4.5409  0.13
H -0.7712 2.7874 -6.4871  0.09
H -0.8326 5.2602 -6.1010  0.09
H -0.2781 6.1171 -3.8323  0.09
C -2.8665 3.6814 -0.2883  -0.07
C -3.3821 2.4212 -0.9792  -0.38
C -3.6677 2.6915 -2.4555  -0.06
C -2.3367 1.3121 -0.8424  -0.27
C -2.6083 -0.0006 -1.6228  -0.08
O -2.3398 -1.0339 -0.6791  -0.06
C -2.1223 -0.4122 0.5057  -0.38
N -2.1687 0.8505 0.5219  0.17
C -1.7396 -1.2862 1.6192  -0.17
C -2.4546 -1.3816 2.8040  -0.03
C -2.0337 -2.2645 3.7831  -0.08
C -0.9110 -3.0513 3.5803  -0.06
C -0.1858 -2.9389 2.4080  -0.07
C -0.5815 -2.0416 1.4231  -0.28
P 0.3111 -1.8247 -0.1772  1.18
C 2.0515 -1.5312 0.3029  -0.38
C 2.5626 -1.4251 1.5889  -0.07
C 3.8933 -1.0878 1.7714  -0.07
C 4.7140 -0.8398 0.6856  -0.07
C 4.2094 -0.9309 -0.6001  -0.08
C 2.8854 -1.2689 -0.7853  -0.14
C 0.3065 -3.6257 -0.5404  -0.36
C 1.4364 -4.4315 -0.5858  -0.08
C 1.3138 -5.7809 -0.8691  -0.09
C 0.0684 -6.3324 -1.1110  -0.11
C -1.0626 -5.5301 -1.0875  -0.09
C -0.9425 -4.1840 -0.8065  -0.10
H -3.6100 4.4763 -0.3289  0.08
H -1.9528 4.0335 -0.7647  0.01
H -2.6392 3.4729 0.7526  0.07
H -4.3113 2.1068 -0.4849  0.14
H -2.7369 2.8838 -2.9818  0.07
H -4.3093 3.5639 -2.5629  0.08
H -4.1632 1.8432 -2.9249  0.07
H -1.3672 1.7177 -1.1553  0.12
H -1.9442 -0.1108 -2.4790  0.12
H -3.6490 -0.1104 -1.9532  0.12
H -3.3284 -0.7644 2.9517  0.12
H -2.5843 -2.3418 4.7083  0.10
H -0.5931 -3.7471 4.3441  0.11
H 0.6830 -3.5620 2.2468  0.11
H 1.9370 -1.5885 2.4571  0.10
H 4.2800 -0.9962 2.7749  0.11
H 5.7406 -0.5525 0.8433  0.11
H 4.8498 -0.7430 -1.4524  0.11
H 2.4744 -1.3455 -1.7855  0.10
H 2.4105 -4.0079 -0.3890  0.10
H 2.1962 -6.4057 -0.8998  0.10
H -0.0235 -7.3870 -1.3246  0.09
H -2.0341 -5.9586 -1.2932  0.10
H -1.8182 -3.5492 -0.7813  0.10



Entry from the Open Molecules 2025 dataset: a molecular structure, C2H2CeO3 in a non-equilibrium geometry (wB97M-V/def2-TZVPD).

Values from the calculation:
* HOMO level (spin up / spin down): -13.0 / -13.0 eV
* charge: +1
* multiplicity: 2
* HOMO-LUMO gap (spin up / spin down): 0.25332 / 0.25452 Ha
* expectation value of S²: 0.752

Last column: Löwdin charge in e.
CARTESIAN COORDINATES (ANGSTROEM)
O 1.1043 -0.7745 0.7549  -0.35
C -0.1619 -0.7235 0.2010  -0.25
Ce 2.4448 0.8151 0.1389  1.95
H -0.4641 -1.5967 -0.4070  0.14
O 0.4499 1.4396 -0.6190  -0.20
C -0.4868 0.5403 -0.5795  -0.54
O -1.6944 0.8448 -0.3565  0.05
H -1.1917 -0.5452 0.8672  0.21